No. 1
C19H18BrCl2CrN7O4 | ωB97M-V with the def2-TZVPD basis set

As for the charge: +1. For the HOMO-LUMO gap (spin up / spin down), the calculation gives 0.27113 / 0.26974 Ha. As for the relative energy (zero: lowest compared OMol25 entry of this formula, charge and spin): 0.413 eV. As for the multiplicity: 4. The expectation value of S² is 3.7832.

Geometry (Å):
Cr1 0.0237 0.6975 1.5240
O1 0.9543 -4.5542 1.6618
C1 1.7130 -4.0743 2.7012
C2 2.5889 -4.8743 3.4168
C3 3.3492 -4.3124 4.4308
C4 3.2410 -2.9612 4.7250
C5 2.3587 -2.1701 4.0057
C6 1.5853 -2.7190 2.9933
C7 0.5980 -1.8869 2.2104
O2 0.4866 -0.6072 2.7080
N1 1.0450 -1.8038 0.8024
N2 0.7586 -0.7021 0.1333
C8 1.0935 -0.5440 -1.0980
C9 0.5961 0.5838 -1.8785
Br1 1.5326 2.4242 1.0277
C10 1.1948 1.1219 -2.9387
C11 0.6329 2.1902 -3.7966
C12 0.8333 3.5286 -3.4668
C13 0.3157 4.5283 -4.2772
C14 -0.4006 4.1965 -5.4178
C15 -0.5865 2.8641 -5.7575
C16 -0.0641 1.8607 -4.9556
H1 1.0357 -5.5125 1.6166
H2 2.6768 -5.9281 3.1798
H3 4.0314 -4.9376 4.9904
H4 3.8364 -2.5271 5.5153
H5 2.2468 -1.1187 4.2292
H6 -0.3833 -2.3815 2.2006
H7 1.6410 -2.5090 0.3901
H8 1.7136 -1.2783 -1.6040
H9 2.1707 0.7207 -3.1914
H10 1.4185 3.7832 -2.5909
H11 0.4804 5.5658 -4.0211
H12 -0.8019 4.9763 -6.0498
H13 -1.1321 2.6041 -6.6542
H14 -0.1976 0.8217 -5.2284
N3 -4.0072 0.2359 -1.2350
N4 -2.7773 0.7913 -1.3508
N5 -2.5792 2.0735 -1.0850
C17 -1.2737 2.1908 -1.2124
N6 -0.7518 0.9982 -1.5397
N7 -1.7369 0.0986 -1.6149
H15 -4.7188 0.9293 -1.4283
H16 -4.0672 -0.6277 -1.7591
H17 -0.7046 3.0866 -1.0519
Cl1 -4.6896 1.3711 2.4214
C18 -3.3245 0.7476 3.3671
Cl2 -3.5751 -0.9118 3.8919
C19 -2.0833 0.8333 2.5090
O3 -1.1881 1.6701 2.7976
O4 -1.9073 0.0689 1.5132
H18 -3.2019 1.3790 4.2411

No. 2
C6H11N4O2 | ωB97M-V with the def2-TZVPD basis set

As for the charge: +1. As for the SMILES: [O-]C(=N\O)/[NH+]=N\C1=C[NH2+]CCC1. For the HOMO-LUMO gap (spin up / spin down), the calculation gives 0.25592 / 0.32449 Ha. As for the relative energy (zero: lowest compared OMol25 entry of this formula, charge and spin): 6.429 eV. As for the multiplicity: 1.

Geometry (Å):
C1 -0.7913 0.3899 -0.8322
C2 0.6783 0.6035 -3.3386
C3 -0.3554 -1.0610 -0.5105
C4 0.5584 -1.0144 0.7191
C5 -0.5072 -0.3581 1.7852
C6 -0.9202 1.2730 0.1649
N1 -1.3500 0.6371 -1.9941
N2 -0.7086 0.6158 -3.1183
N3 1.4283 0.6165 -2.1847
N4 -0.2678 1.0842 1.4770
O1 1.1296 0.5168 -4.4815
O2 2.7515 0.5044 -2.3571
H1 -1.3496 -1.6378 -0.4624
H2 0.2542 -1.5212 -1.2476
H3 0.7934 -1.9063 1.1676
H4 1.4958 -0.4497 0.4461
H5 -1.4743 -0.8103 1.6302
H6 -0.1380 -0.5248 2.7847
H7 -1.3188 2.3219 -0.1713
H8 -1.0940 0.5787 -4.0470
H9 -0.6970 1.8033 2.2261
H10 0.6612 1.4272 1.5034
H11 2.7909 0.7242 -3.3716

No. 3
C7H13NO | ωB97M-V with the def2-TZVPD basis set

As for the SMILES: CC=C(C)C.C=NC=O. For the HOMO-LUMO gap, the calculation gives 0.32140 Ha. As for the relative energy (zero: lowest compared OMol25 entry of this formula, charge and spin): 3.197 eV. As for the multiplicity: 1.

Geometry (Å):
C1 -0.3711 -0.0719 -2.5807
C2 -0.5298 -2.3929 -1.7081
C3 -0.2037 1.1983 0.4271
C4 0.5908 0.2402 0.9292
C5 -1.2874 2.0608 0.9577
C6 0.2746 -0.3423 2.2610
C7 1.7267 -0.3343 0.1471
N1 -0.6350 -1.1384 -1.8049
O1 0.7190 0.2749 -2.9360
H1 -1.1751 0.6558 -2.6169
H2 -0.5673 -3.0697 -2.6112
H3 -0.4147 -2.7882 -0.7582
H4 0.0308 1.3595 -0.6866
H5 -1.6933 1.9210 1.9511
H6 -2.2269 2.2130 0.3317
H7 -0.9017 3.1187 0.9241
H8 0.8639 -1.2273 2.5285
H9 -0.7126 -0.8285 2.3858
H10 0.4347 0.3998 3.0525
H11 2.6541 -0.0407 0.6922
H12 1.6154 0.1730 -0.8843
H13 1.8086 -1.3808 -0.0009

No. 4
C5H4N3O | ωB97M-V with the def2-TZVPD basis set

As for the charge: +1. For the HOMO-LUMO gap (spin up / spin down), the calculation gives 0.25572 / 0.24716 Ha. As for the relative energy (zero: lowest compared OMol25 entry of this formula, charge and spin): 7.571 eV. As for the multiplicity: 1.

Geometry (Å):
C1 -1.1605 0.5978 0.7311
C2 -1.2599 -0.7869 0.3393
C3 -0.1553 1.5158 0.6541
C4 1.4670 0.1154 -0.3012
C5 -0.2372 -1.4328 -0.3034
N1 0.5973 -3.2836 -1.5596
N2 0.0533 -2.5184 -0.9090
N3 0.9660 1.3153 -0.0713
O1 1.7814 2.2338 -0.3238
H1 -2.0661 0.8232 1.2694
H2 -2.1943 -1.2976 0.4860
H3 -0.1727 2.6689 0.8015
H4 2.3811 0.0490 -0.8132